1.
The following is a quantum chemistry calculation of C3H3NS in the gas phase in a non-equilibrium geometry, from the OMol25 dataset.

**Highest occupied orbital energy**: -8.731 eV
**LUMO**: 0.227 eV
**DFT total energy**: -568.9254 Eh
**HOMO-LUMO gap**: 9.0 eV
**Energy above the lowest of the compared OMol25 structures with the same formula, charge and spin**: 57.9 kcal per mole
**Net charge**: 0

Element x y z (Å)
C -0.301 -0.369 0.739
C -1.304 -1.299 0.554
C -1.933 -2.201 0.031
H 0.823 1.989 -1.534
H -0.026 -0.160 1.747
H -2.495 -2.736 -0.640
N 0.187 0.245 -0.253
S 1.351 1.401 -0.359

Atoms 1-3, force components in eV/Å:
1.540 1.882 0.907
-1.876 -3.024 -1.981
1.450 2.538 1.521

2.
The following is a quantum chemistry calculation of C21H31N3OS in the gas phase, from the OMol25 dataset.

**Highest occupied orbital energy**: -8.512 eV
**LUMO**: 0.771 eV
**DFT total energy**: -1456.4954 Eh
**HOMO-LUMO gap**: 9.3 eV
**Energy above the lowest of the compared OMol25 structures with the same formula, charge and spin**: 46.7 kcal per mole
**Net charge**: 0

Element x y z (Å)
C 3.968 3.267 -4.227
H 4.748 2.544 -4.455
H 3.608 3.688 -5.163
H 4.402 4.068 -3.632
C 2.817 2.601 -3.475
C 3.246 2.093 -2.132
C 4.343 1.336 -1.854
S 4.390 0.909 -0.188
C 2.898 1.797 0.023
N 2.456 2.337 -1.054
C 2.195 1.808 1.333
N 1.554 0.519 1.549
C 0.489 0.282 0.596
H 0.876 0.442 -0.410
C -0.053 -1.146 0.699
N -0.526 -1.366 2.064
C 0.509 -1.051 3.033
C 1.013 0.376 2.881
H 1.800 0.564 3.615
H 0.184 1.084 3.061
H 0.088 -1.180 4.033
H 1.374 -1.732 2.927
C -1.095 -2.675 2.345
H -1.262 -3.233 1.423
C -2.438 -2.522 3.084
C -3.411 -1.769 2.229
C -3.418 -0.380 2.234
C -4.265 0.324 1.397
C -5.119 -0.353 0.543
C -5.122 -1.737 0.532
C -4.271 -2.439 1.368
H -4.277 -3.520 1.355
H -5.788 -2.272 -0.130
H -5.782 0.195 -0.110
H -4.261 1.405 1.410
H -2.746 0.147 2.895
H -2.823 -3.515 3.322
H -2.265 -1.981 4.016
H -0.413 -3.276 2.963
C -1.179 -1.304 -0.333
H -1.725 -2.230 -0.163
C -0.691 -1.337 -1.785
H -1.503 -1.732 -2.415
O -0.263 -0.099 -2.299
H -0.962 0.551 -2.164
H 0.170 -2.002 -1.881
H -1.894 -0.487 -0.203
H 0.766 -1.849 0.453
H -0.347 0.984 0.768
H 1.470 2.641 1.334
H 2.917 1.963 2.140
H 5.117 1.004 -2.515
C 2.226 1.444 -4.286
H 2.995 0.706 -4.504
H 1.822 1.811 -5.226
H 1.430 0.957 -3.727
H 2.030 3.340 -3.294

Atoms 1-3, force components in eV/Å:
-0.241 0.038 0.140
0.126 -0.076 -0.054
0.023 0.029 -0.130

3.
The following is a quantum chemistry calculation of a gas-phase ion, C7H10N (charge +1) in a non-equilibrium geometry, from the OMol25 dataset.

**Highest occupied orbital energy**: -12.415 eV
**LUMO**: -6.308 eV
**DFT total energy**: -327.0137 Eh
**HOMO-LUMO gap**: 6.1 eV
**Energy above the lowest of the compared OMol25 structures with the same formula, charge and spin**: 117.5 kcal per mole
**Net charge**: +1

Element x y z (Å)
C -1.387 0.766 -0.228
C -2.108 -0.374 -0.170
C 0.836 0.083 0.102
C 1.890 -0.424 0.187
C -2.844 -1.517 0.199
C 3.060 -1.195 0.433
C 0.432 2.364 -0.556
N -0.040 1.035 -0.195
H -1.992 1.620 -0.729
H -3.358 -1.407 1.226
H -2.059 -2.292 0.266
H -3.581 -1.856 -0.574
H 2.828 -2.260 0.452
H 3.479 -0.923 1.387
H 3.810 -0.846 -0.371
H -0.242 2.829 -1.243
H 0.539 2.974 0.385
H 1.425 2.261 -1.020

Atoms 1-3, force components in eV/Å:
-0.761 -0.040 -1.617
1.939 1.761 -0.140
-1.638 1.228 -0.302

4.
The following is a quantum chemistry calculation of a molecular structure, C40H46BrN3NiO3PSi2 in a non-equilibrium geometry, from the OMol25 dataset.

**Highest occupied orbital energy (spin up / spin down)**: -9.780 / -9.771 eV
**LUMO (spin up / spin down)**: -4.094 / -4.107 eV
**DFT total energy**: -6944.2650 Eh
**HOMO-LUMO gap (spin up / spin down)**: 5.7 / 5.7 eV
**Energy above the lowest of the compared OMol25 structures with the same formula, charge and spin**: 0.0 kcal per mole
**Net charge**: +1

Element x y z (Å)
Ni -0.264 -0.185 -1.290
C 2.830 -0.584 -1.945
O 1.828 -0.424 -0.918
C 2.313 -0.419 0.384
C 3.663 -0.459 0.667
C 4.062 -0.376 1.997
Br 5.906 -0.376 2.379
C 3.154 -0.282 3.023
C 1.787 -0.281 2.734
C 1.380 -0.346 1.411
O 0.040 -0.307 1.047
C 0.849 -0.179 3.872
N 1.243 0.081 5.085
C 0.083 0.090 5.849
C -0.082 0.305 7.219
C -1.362 0.240 7.728
C -2.469 -0.032 6.901
C -2.324 -0.244 5.546
C -1.025 -0.177 5.045
N -0.512 -0.322 3.770
H 3.578 0.198 -1.873
H 2.318 -0.520 -2.894
H 3.304 -1.558 -1.843
H 4.410 -0.536 -0.107
H 3.463 -0.225 4.057
H -0.315 0.530 1.391
H 0.775 0.507 7.850
H -1.525 0.395 8.786
H -3.457 -0.074 7.341
H -3.177 -0.454 4.912
H -1.005 -0.686 2.974
O -2.583 -1.445 -2.336
N -2.128 -0.235 -1.866
C -3.003 0.670 -2.071
C -2.934 2.110 -1.786
C -4.151 2.789 -1.866
C -4.225 4.154 -1.648
C -3.071 4.870 -1.360
C -1.857 4.207 -1.282
C -1.778 2.831 -1.491
P -0.154 2.054 -1.341
C 0.412 2.729 0.256
C 1.670 3.270 0.490
C 2.048 3.619 1.786
C 1.181 3.433 2.849
C -0.102 2.946 2.617
C -0.484 2.611 1.330
C 0.822 2.772 -2.682
C 2.214 2.662 -2.660
C 2.972 3.122 -3.726
C 2.343 3.672 -4.835
C 0.960 3.770 -4.872
C 0.199 3.326 -3.799
H -1.877 -2.089 -1.986
H -3.933 0.314 -2.507
H -5.050 2.232 -2.103
H -5.180 4.657 -1.708
H -3.114 5.939 -1.197
H -0.957 4.766 -1.053
H 2.363 3.432 -0.323
H 3.032 4.037 1.957
H 1.493 3.681 3.856
H -0.802 2.836 3.437
H -1.510 2.295 1.144
H 2.705 2.231 -1.802
H 4.052 3.052 -3.691
H 2.933 4.025 -5.672
H 0.468 4.193 -5.739
H -0.880 3.416 -3.835
C -2.101 -5.158 -0.634
Si -1.152 -3.746 0.114
C -2.287 -2.704 1.197
C 0.234 -4.389 1.191
C -0.391 -2.718 -1.233
Si 0.289 -3.213 -2.880
C -0.751 -4.546 -3.653
C 0.288 -1.734 -4.064
C 2.027 -3.885 -2.685
H -2.653 -5.707 0.135
H -1.425 -5.865 -1.121
H -2.820 -4.806 -1.379
H -3.256 -3.188 1.352
H -2.475 -1.721 0.757
H -1.839 -2.576 2.184
H -0.136 -4.953 2.054
H 0.836 -3.553 1.563
H 0.891 -5.049 0.616
H 0.070 -1.857 -0.756
H -1.805 -4.262 -3.726
H -0.685 -5.467 -3.071
H -0.392 -4.769 -4.662
H -0.596 -1.770 -4.708
H 1.167 -1.719 -4.717
H 0.241 -0.772 -3.550
H 1.980 -4.871 -2.212
H 2.645 -3.249 -2.046
H 2.532 -4.007 -3.650

Atoms 1-3, force components in eV/Å:
-1.033 -0.636 -0.358
-0.093 -0.074 0.032
-0.065 0.265 0.055